[1]
The following is a DFT calculation (ωB97M-V/def2-TZVPD) of a single C3H3ClN2S molecule at a distorted geometry.

## Properties
LUMO level = 0.0131 Ha
Electronic energy = -29494.82067 eV
HOMO = -9.2906 eV
Relative energy (zero: lowest compared OMol25 entry of this formula, charge and spin) = 2.499 eV
Gap between HOMO and LUMO = 9.6 eV

Each line ends with the natural charge from an NBO analysis.
Atoms and positions in Å:
S 2.3652 0.4267 0.6745  0.20
N 0.8654 -0.0609 -0.0443  -0.37
N 0.2678 -1.2423 0.2098  -0.25
C -0.9426 -1.1977 -0.1118  0.01
C -1.3462 0.2392 -0.5781  -0.34
C -0.1232 0.8596 -0.4881  0.15
Cl 0.5644 2.5037 -0.7107  0.02
H 2.0586 -0.0735 2.1368  0.15
H -1.4951 -2.0712 -0.1668  0.21
H -2.2143 0.6164 -0.9214  0.23

***

[2]
The following is a DFT calculation (ωB97M-V/def2-TZVPD) of 2 unconnected molecules or ions with the total composition C3H3ClO2 at a distorted geometry.

## Properties
LUMO level = -0.0110 Ha
Electronic energy = -19774.17784 eV
HOMO = -8.9865 eV
Relative energy (zero: lowest compared OMol25 entry of this formula, charge and spin) = 2.511 eV
Gap between HOMO and LUMO = 8.7 eV

Each line ends with the natural charge from an NBO analysis.
Atoms and positions in Å:
C 1.9582 -0.9097 -0.4789  1.03
C -0.1934 1.0317 -0.1885  -0.01
C -1.1296 0.1572 0.6039  -0.76
O 1.6459 -1.0170 -1.5816  -0.52
O 2.2413 -0.7795 0.6141  -0.50
Cl -0.9282 1.5233 -1.5870  0.06
H -2.0997 0.1792 0.4137  0.21
H -0.8851 0.5461 1.5735  0.25
H -0.6094 -0.7313 0.6309  0.25

***

[3]
The following is a DFT calculation (ωB97M-V/def2-TZVPD) of a single C3H3ClO2 molecule at a distorted geometry.

## Properties
LUMO level = 0.0101 Ha
Electronic energy = -19776.01340 eV
HOMO = -10.1456 eV
Relative energy (zero: lowest compared OMol25 entry of this formula, charge and spin) = 0.676 eV
Gap between HOMO and LUMO = 10.4 eV

Each line ends with the natural charge from an NBO analysis.
Atoms and positions in Å:
C -0.0950 -0.0981 0.0261  -0.71
C -1.3955 -0.8563 0.0982  0.50
O -1.4747 -2.0311 0.3557  -0.51
C -2.5558 -0.1149 -0.3789  0.41
O -2.3754 -0.1619 -1.5575  -0.46
Cl -3.9048 0.5161 0.4392  0.05
H -0.2138 0.8731 -0.4456  0.23
H 0.6375 -0.6929 -0.5158  0.25
H 0.2695 0.0331 1.0461  0.24

***

[4]
The following is a DFT calculation (ωB97M-V/def2-TZVPD) of 2 unconnected molecules or ions with the total composition C3H3ClO2 at a distorted geometry.

## Properties
LUMO level = 0.0202 Ha
Electronic energy = -19775.33734 eV
HOMO = -9.5759 eV
Relative energy (zero: lowest compared OMol25 entry of this formula, charge and spin) = 1.352 eV
Gap between HOMO and LUMO = 10.1 eV

Each line ends with the natural charge from an NBO analysis.
Atoms and positions in Å:
C 0.1006 -1.4122 -0.6102  -0.80
C -0.0142 -2.0619 0.4808  0.71
O -0.0619 -2.7105 1.4402  -0.45
H 0.3854 -0.2992 -0.5808  0.26
H 0.0112 -2.0475 -1.5221  0.28
O 0.8007 1.8582 2.3474  -0.47
C 1.6434 1.2619 1.7689  0.36
Cl 2.4413 -0.1695 2.2910  -0.02
H 1.8887 1.5414 0.7880  0.14

***

[5]
The following is a DFT calculation (ωB97M-V/def2-TZVPD) of a single C3H3ClO2 molecule at a distorted geometry.

## Properties
LUMO level (spin up / spin down) = -0.0138 / -0.0318 Ha
Electronic energy = -19772.72074 eV
HOMO (spin up / spin down) = -8.4479 / -8.0943 eV
Relative energy (zero: lowest compared OMol25 entry of this formula, charge and spin) = 3.969 eV
Gap between HOMO and LUMO (spin up / spin down) = 8.1 / 7.2 eV

Each line ends with the natural charge from an NBO analysis.
Atoms and positions in Å:
C -0.7889 -1.3990 0.2136  0.31
C -0.8122 0.0567 0.2444  -0.15
C 1.1702 1.2999 -0.3552  0.16
O -0.1222 -2.2472 -0.3342  -0.56
O -0.0556 1.0959 -0.2040  -0.33
Cl 2.3687 0.1607 0.1448  0.04
H -1.6072 -1.7258 0.7515  0.12
H -1.7661 0.4375 0.2694  0.18
H 1.6134 2.3214 -0.7302  0.22

***

[6]
The following is a DFT calculation (ωB97M-V/def2-TZVPD) of a single C3H3ClOS molecule at a distorted geometry.

## Properties
LUMO level = -0.0019 Ha
Electronic energy = -28563.06247 eV
HOMO = -9.2502 eV
Relative energy (zero: lowest compared OMol25 entry of this formula, charge and spin) = 1.122 eV
Gap between HOMO and LUMO = 9.2 eV

Each line ends with the natural charge from an NBO analysis.
Atoms and positions in Å:
S -0.2318 2.6268 0.8745  -0.08
C -0.9812 1.1715 0.9713  0.06
O -0.7331 -0.0459 0.5164  -0.46
C 0.3760 -0.2255 -0.3101  0.08
C 0.6053 -1.4530 -0.7606  -0.26
Cl 1.8811 -1.5183 -1.8945  0.02
H -1.9152 1.1566 1.5669  0.19
H 0.8674 0.6730 -0.4906  0.22
H 0.1315 -2.3852 -0.4733  0.24

***

[7]
The following is a DFT calculation (ωB97M-V/def2-TZVPD) of 2 unconnected molecules or ions with the total composition C3H3ClOS at a distorted geometry.

## Properties
LUMO level (spin up / spin down) = -0.0296 / -0.0296 Ha
Electronic energy = -28560.89806 eV
HOMO (spin up / spin down) = -8.7033 / -8.7039 eV
Relative energy (zero: lowest compared OMol25 entry of this formula, charge and spin) = 3.286 eV
Gap between HOMO and LUMO (spin up / spin down) = 7.9 / 7.9 eV

Each line ends with the natural charge from an NBO analysis.
Atoms and positions in Å:
C 1.0376 -0.5441 -0.8280  -0.46
C -0.3104 -0.4719 -0.8789  0.16
C -0.6742 0.7017 1.4826  -0.14
O -1.0510 -0.6960 0.1623  -0.59
S 0.3065 1.7872 0.9838  0.29
Cl -1.6517 0.4334 2.7509  0.21
H 1.5181 -0.2607 -1.7053  0.19
H 1.6429 -0.8594 -0.0693  0.19
H -0.8177 -0.0902 -1.8982  0.15

***

[8]
The following is a DFT calculation (ωB97M-V/def2-TZVPD) of a single C3H3ClOS molecule at a distorted geometry.

## Properties
LUMO level (spin up / spin down) = 0.0236 / -0.0494 Ha
Electronic energy = -28559.75441 eV
HOMO (spin up / spin down) = -6.9546 / -9.9583 eV
Relative energy (zero: lowest compared OMol25 entry of this formula, charge and spin) = 0.923 eV
Spin multiplicity = 3
Gap between HOMO and LUMO (spin up / spin down) = 7.6 / 8.6 eV

Each line ends with the Mulliken spin population.
Atoms and positions in Å:
C 0.0721 -0.6962 -0.7439  0.06
C -0.6365 -0.9032 0.6224  -0.01
C 0.6103 1.6272 0.4488  1.46
O -1.5282 -0.2096 0.9531  0.02
S 0.1832 1.1910 -1.0689  0.28
Cl 0.8665 3.2021 0.8263  0.20
H -0.3422 -1.3314 -1.5799  0.00
H 1.1285 -0.9883 -0.4200  -0.01
H -0.3538 -1.8917 0.9622  0.00

***

[9]
The following is a DFT calculation (ωB97M-V/def2-TZVPD) of a molecular structure, C3H3ClS at a distorted geometry.

## Properties
LUMO level (spin up / spin down) = -0.0179 / -0.0377 Ha
Electronic energy = -26510.65290 eV
HOMO (spin up / spin down) = -8.3903 / -8.3652 eV
Relative energy (zero: lowest compared OMol25 entry of this formula, charge and spin) = 5.309 eV
Gap between HOMO and LUMO (spin up / spin down) = 7.9 / 7.3 eV

Each line ends with the natural charge from an NBO analysis.
Atoms and positions in Å:
C -1.3593 -0.3381 0.4841  -0.43
C -0.8439 0.8827 0.3329  -0.18
C 1.2235 0.2002 -0.9483  -0.42
S -0.3764 -0.0271 1.8941  0.25
Cl 1.7611 -0.5292 0.4379  0.16
H -1.9811 -1.0895 0.2992  0.23
H 1.0666 1.2117 -1.0384  0.22
H 0.5094 -0.3106 -1.4616  0.18

***

[10]
The following is a DFT calculation (ωB97M-V/def2-TZVPD) of 2 unconnected molecules or ions with the total composition C3H3ClS at a distorted geometry.

## Properties
LUMO level = -0.0412 Ha
Electronic energy = -26514.37245 eV
HOMO = -8.2222 eV
Relative energy (zero: lowest compared OMol25 entry of this formula, charge and spin) = 1.590 eV
Gap between HOMO and LUMO = 7.1 eV

Each line ends with the natural charge from an NBO analysis.
Atoms and positions in Å:
C 1.6490 0.3268 -0.1889  -0.29
C 0.4106 0.7180 -0.1398  -0.14
C -0.7917 1.2166 -0.1879  -0.14
S -2.2239 1.7969 -0.0976  0.17
H 2.2026 -0.1425 -0.9803  0.20
H 2.2373 0.3787 0.6218  0.19
Cl -1.1927 -2.0275 0.1562  -0.27
H -2.2911 -2.2670 0.8165  0.27